{"formula": "C4H17N2O2", "method": "wB97M-V/def2-TZVPD", "elements": ["N", "C", "C", "N", "C", "C", "H", "H", "H", "H", "H", "H", "H", "H", "H", "H", "H", "H", "H", "H", "H", "O", "H", "H", "O"], "xyz": [[-1.037, -1.866, -1.079], [-1.911, -0.722, -0.732], [-1.332, -0.072, 0.567], [0.077, -0.340, 0.712], [0.889, 0.655, 0.010], [2.383, 0.291, 0.138], [-0.124, -1.518, -1.383], [-1.427, -2.441, -1.816], [-0.827, -2.405, -0.235], [-1.785, 0.058, -1.479], [-2.950, -0.941, -0.517], [-1.943, -0.360, 1.428], [-1.570, 1.003, 0.541], [0.295, -0.248, 1.712], [0.732, 1.644, 0.442], [0.673, 0.642, -1.054], [2.474, -0.716, 0.509], [2.888, 0.279, -0.832], [2.965, 0.973, 0.710], [-0.280, 1.802, -3.560], [-0.969, 2.650, -2.490], [-0.698, 1.742, -2.693], [0.947, 0.572, 4.180], [1.653, -0.623, 3.460], [0.878, -0.056, 3.460]], "forces_ev_per_angstrom": [[-0.144, -0.229, 0.027], [0.722, 2.126, 1.270], [-1.026, 0.403, 0.040], [-0.247, 0.082, 0.627], [1.310, -0.445, 0.163], [-0.252, -0.223, -1.076], [-0.069, 0.102, 0.085], [-0.124, -0.295, -0.107], [-0.039, -0.128, -0.089], [-0.306, -0.472, -0.567], [0.008, -0.680, -0.605], [0.529, -0.673, 0.079], [0.192, -0.001, -0.413], [0.013, -0.231, -0.416], [-0.261, 0.238, -0.319], [-0.521, 0.324, -0.009], [0.147, -0.354, 0.418], [-0.217, 0.032, -0.081], [0.234, 0.461, 0.851], [-0.066, 0.026, 0.044], [0.085, -0.268, -0.066], [-0.081, 0.225, -0.061], [0.217, -0.002, 0.189], [0.152, 0.121, 0.335], [-0.259, -0.138, -0.316]], "de_lowest_kj_mol": 135.3, "charge": 1, "homo_ev": -12.8779, "spin_multiplicity": 1}